Below is a single C5H10N2O molecule in a non-equilibrium geometry, with properties calculated with wB97M-V/def2-TZVPD.

The calculation puts the energy relative to the best compared isomer or geometry (same formula, charge and spin) at 115.6 kcal/mol. As for the net charge: 0. The total energy is -10370.29161 eV. For the LUMO energy (spin up / spin down), the calculation gives 0.805 / 0.805 eV.

Each line ends with the natural charge from an NBO analysis.
Atoms and positions in Å:
C1 -1.19 -0.52 0.39  0.09
C2 1.62 0.33 -0.15  0.00
C3 1.56 -1.15 -0.45  -0.64
N1 -1.50 0.74 0.08  -0.43
N2 -2.08 -1.53 0.02  -0.86
C4 0.73 1.69 0.38  0.07
C5 -0.65 1.80 0.11  -0.26
O1 1.39 0.75 1.18  -0.54
H1 -2.41 0.88 -0.35  0.40
H2 -0.49 -0.69 1.18  0.21
H3 2.52 0.78 -0.59  0.16
H4 -2.45 -1.50 -0.92  0.39
H5 -2.04 -2.36 0.60  0.40
H6 1.25 2.64 0.35  0.19
H7 -1.03 2.73 -0.27  0.20
H8 1.05 -1.73 0.31  0.21
H9 1.13 -1.32 -1.44  0.21
H10 2.58 -1.55 -0.45  0.20

---

Below is 3 unconnected molecules or ions with the total composition C21H49FN3O8 in a non-equilibrium geometry, with properties calculated with wB97M-V/def2-TZVPD.

As for the net charge: +1. The total energy is -46122.25004 eV. For the LUMO energy, the calculation gives -3.413 eV.

Each line ends with the Löwdin charge.
Atoms and positions in Å:
C1 0.43 3.39 1.05  -0.07
C2 -0.72 3.14 -0.09  -0.36
O1 -0.55 4.20 -1.14  -0.13
C3 -0.66 1.68 -0.83  -0.17
N1 -0.66 0.49 0.11  -0.07
C4 -2.03 -0.17 0.21  -0.19
C5 -2.91 0.32 1.53  -0.15
O2 -3.52 1.61 1.17  -0.20
C6 -4.78 1.45 0.43  -0.28
C7 -5.92 2.34 1.24  0.00
N2 -5.78 3.84 1.05  -0.08
F1 -5.20 4.44 2.15  0.07
C8 -4.95 4.25 -0.15  -0.05
C9 -5.28 3.18 -1.35  -0.15
N3 -4.56 1.89 -1.00  -0.03
H1 0.29 4.51 1.45  0.09
H2 0.32 2.71 2.01  0.08
H3 1.53 3.36 0.61  0.10
H4 -1.76 3.39 0.42  0.11
H5 -1.46 4.34 -1.58  0.10
H6 0.35 1.65 -1.45  0.15
H7 -1.54 1.60 -1.61  0.11
H8 -0.06 -0.25 -0.36  0.11
H9 -2.67 -0.08 -0.78  0.10
H10 -1.83 -1.33 0.37  0.13
H11 -2.09 0.57 2.36  0.15
H12 -3.65 -0.49 1.93  0.13
H13 -5.07 0.31 0.47  0.18
H14 -7.03 1.94 1.07  0.17
H15 -5.70 2.14 2.40  0.18
H16 -6.75 4.25 0.95  0.22
H17 -5.22 5.36 -0.42  0.17
H18 -3.79 4.15 0.11  0.16
H19 -6.44 3.03 -1.50  0.14
H20 -4.74 3.60 -2.32  0.16
H21 -4.74 1.13 -1.69  0.13
C10 0.81 -0.87 3.63  -0.11
O3 2.22 -0.95 3.64  -0.20
C11 2.77 -1.07 2.32  -0.19
C12 4.24 -0.66 2.31  -0.17
O4 4.43 0.77 2.28  -0.14
C13 4.16 1.45 3.52  -0.17
C14 5.25 1.22 4.57  -0.19
O5 5.04 -0.03 5.23  -0.21
C15 6.21 -0.48 5.89  -0.11
H22 0.38 -1.77 3.19  0.08
H23 0.47 -0.79 4.67  0.09
H24 0.48 0.02 3.09  0.06
H25 2.21 -0.43 1.62  0.12
H26 2.67 -2.11 2.02  0.12
H27 4.68 -1.02 1.38  0.13
H28 4.80 -1.11 3.13  0.12
H29 3.16 1.21 3.89  0.12
H30 4.16 2.51 3.26  0.12
H31 5.19 2.01 5.33  0.12
H32 6.23 1.25 4.10  0.13
H33 7.02 -0.65 5.17  0.09
H34 5.99 -1.44 6.38  0.09
H35 6.52 0.24 6.65  0.09
C16 0.07 -6.25 -2.88  -0.10
O6 0.04 -5.02 -3.58  -0.20
C17 -0.69 -4.02 -2.86  -0.20
C18 -0.31 -2.62 -3.35  -0.17
O7 0.92 -2.15 -2.80  -0.15
C19 2.11 -2.75 -3.32  -0.17
C20 2.45 -2.27 -4.74  -0.19
O8 1.67 -2.98 -5.70  -0.21
C21 1.62 -2.31 -6.95  -0.10
H36 -0.94 -6.64 -2.73  0.09
H37 0.64 -6.97 -3.49  0.09
H38 0.58 -6.13 -1.92  0.09
H39 -0.49 -4.09 -1.78  0.12
H40 -1.76 -4.19 -3.04  0.12
H41 -1.07 -1.92 -3.00  0.11
H42 -0.30 -2.55 -4.44  0.12
H43 2.07 -3.84 -3.26  0.12
H44 2.92 -2.42 -2.66  0.13
H45 3.50 -2.47 -4.96  0.13
H46 2.26 -1.19 -4.82  0.13
H47 1.14 -1.33 -6.84  0.08
H48 1.01 -2.91 -7.64  0.09
H49 2.62 -2.20 -7.37  0.09

---

Below is a molecular structure, C21H18N5OPd in a non-equilibrium geometry, with properties calculated with wB97M-V/def2-TZVPD.

As for the net charge: +1. The multiplicity is 3. The total energy is -35040.08061 eV. Its expectation value of S² is 2.042. For the LUMO energy (spin up / spin down), the calculation gives -2.357 / -5.126 eV.

Each line ends with the Löwdin charge.
Atoms and positions in Å:
Pd1 0.00 -2.32 0.00  0.77
C1 -3.96 2.77 -2.73  -0.03
C2 -2.92 1.97 -2.01  -0.24
C3 -1.57 2.33 -2.03  -0.01
C4 -0.64 1.59 -1.35  0.00
C5 -0.98 0.41 -0.65  -0.21
N1 0.00 -0.31 0.00  0.00
C6 0.98 0.41 0.65  -0.21
C7 0.64 1.59 1.35  0.00
C8 1.57 2.33 2.03  -0.01
C9 2.92 1.96 2.01  -0.24
C10 3.96 2.77 2.73  -0.03
C11 3.28 0.80 1.34  0.03
C12 2.34 0.01 0.68  -0.09
N2 2.81 -1.14 0.01  -0.07
C13 4.06 -1.33 -0.50  -0.03
C14 4.11 -2.61 -0.98  -0.03
C15 2.85 -3.14 -0.73  -0.11
N3 2.06 -2.25 -0.13  -0.06
C16 -2.34 0.01 -0.68  -0.09
C17 -3.28 0.80 -1.34  0.03
N4 -2.81 -1.14 -0.01  -0.07
C18 -4.06 -1.33 0.50  -0.03
C19 -4.11 -2.61 0.97  -0.03
C20 -2.85 -3.14 0.72  -0.11
N5 -2.06 -2.25 0.13  -0.06
H1 -3.63 3.80 -2.86  0.09
H2 -4.90 2.78 -2.18  0.09
H3 -4.15 2.35 -3.72  0.10
H4 -1.26 3.20 -2.59  0.12
H5 0.40 1.88 -1.37  0.13
H6 -0.40 1.88 1.37  0.13
H7 1.27 3.20 2.59  0.12
H8 3.63 3.80 2.87  0.09
H9 4.90 2.78 2.18  0.09
H10 4.16 2.35 3.71  0.10
H11 4.31 0.48 1.35  0.12
H12 4.79 -0.54 -0.52  0.13
H13 4.95 -3.09 -1.45  0.11
H14 2.49 -4.13 -0.94  0.10
H15 -4.31 0.48 -1.35  0.12
H16 -4.79 -0.54 0.51  0.13
H17 -4.95 -3.09 1.45  0.11
H18 -2.49 -4.14 0.94  0.10
O1 0.00 -5.40 0.00  0.15
C21 0.00 -4.27 0.01  -0.19